Below is one molecule with the formula CHNO2S in a non-equilibrium geometry, with properties calculated with wB97M-V/def2-TZVPD.

Geometry as XYZ:
```
6
Properties=species:S:1:pos:R:3:forces:R:3
O 1.3098 0.1412 0.4084 -0.225 -0.287 0.913
N 0.2663 0.5270 -0.4864 1.118 -0.613 -1.939
O -0.8061 1.2506 0.2229 -0.565 1.096 1.174
C -1.0331 0.0341 -0.1303 2.210 -1.905 0.121
S -1.6824 -1.4122 -0.0487 -0.828 0.510 0.042
H 1.9455 -0.5406 0.0341 -1.710 1.199 -0.311
```
Forces are in eV/Å.

Its multiplicity is 1. As for the HOMO energy: -9.54 eV. The gap between HOMO and LUMO comes out at 9.44 eV. The value obtained for the largest force on an atom is 0.0568 hartree/bohr. The SMILES is ON1OC1=S. The value obtained for the energy is -17468.3855 eV. As for the charge: 0. The value obtained for the energy above the lowest of the compared OMol25 structures with the same formula, charge and spin is 365.66 kJ/mol.

Atomic partial charges in e from the Mulliken method, atoms 1 to 4: atom 1 (O): -0.388, atom 2 (N): -0.073, atom 3 (O): -0.247, atom 4 (C): 0.643